# 1
{
  "formula": "C17H11GaN5OS4SbSe",
  "method": "ωB97M-V with the def2-TZVPD basis set",
  "max_force_ev_per_a": 0.459,
  "homo_lumo_gap_ev": [4.80, 6.39],
  "s2": 0.773,
  "spin_multiplicity": 2,
  "total_charge": -1,
  "total_energy_ha": -7162.85925,
  "species": ["Ga", "S", "Sb", "S", "S", "S", "Se", "N", "C", "C", "C", "C", "C", "N", "C", "C", "N", "C", "C", "C", "C", "C", "N", "H", "H", "H", "H", "H", "H", "O", "N", "C", "C", "C", "C", "C", "H", "H", "H", "H", "H"],
  "coordinates": [[0.3783, 0.6719, 0.8726], [1.8954, 0.8961, 5.3674], [1.4908, 2.1727, 3.5275], [-0.7102, 1.6434, 2.6790], [2.4783, 1.0604, 1.6062], [1.8985, 4.3766, 3.5298], [-0.2155, 0.8637, -6.8165], [0.7195, -0.1882, -5.6925], [0.4423, 0.1983, -4.4822], [1.0092, -0.4099, -3.2826], [1.9126, -1.4480, -3.2928], [2.3986, -1.9584, -2.0839], [1.9424, -1.3954, -0.8998], [1.0642, -0.4065, -0.8581], [0.5916, 0.1145, -2.0286], [-0.3064, 1.1786, -1.9092], [-0.6146, 1.5932, -0.6298], [-1.4625, 2.6144, -0.4713], [-2.0635, 3.2667, -1.5278], [-1.7623, 2.8551, -2.8381], [-0.8881, 1.8169, -3.0386], [-0.5081, 1.3145, -4.3595], [-0.9706, 1.7968, -5.4741], [2.2377, -1.8536, -4.2429], [3.1153, -2.7656, -2.0583], [2.2967, -1.7478, 0.0630], [-1.6358, 2.9079, 0.5573], [-2.7361, 4.0879, -1.3324], [-2.2044, 3.3457, -3.6959], [-0.4569, -1.1879, 1.1702], [-0.5967, -1.6916, 2.3870], [-1.6750, -2.4812, 2.5784], [-1.9145, -3.0464, 3.8048], [-1.0405, -2.7892, 4.8562], [0.0492, -1.9764, 4.6326], [0.2623, -1.4318, 3.3773], [-2.2927, -2.5952, 1.7023], [-2.7887, -3.6700, 3.9253], [-1.2182, -3.2150, 5.8343], [0.7603, -1.7027, 5.3988], [1.1179, -0.8141, 3.1449]],
  "forces_ev_per_angstrom": [[-0.1, -0.2, 0.0], [0.0, 0.0, 0.0], [0.0, -0.1, 0.1], [-0.1, -0.1, 0.0], [0.1, -0.1, -0.1], [0.0, 0.1, 0.0], [0.0, 0.0, 0.2], [0.0, 0.1, -0.1], [-0.1, 0.1, 0.1], [0.0, 0.0, -0.1], [0.0, 0.0, 0.0], [0.0, 0.0, 0.0], [0.0, 0.0, 0.0], [0.1, 0.1, 0.0], [0.0, 0.0, 0.1], [0.0, -0.1, 0.1], [0.0, 0.1, -0.1], [0.0, 0.1, 0.0], [0.0, 0.0, 0.1], [0.0, 0.0, 0.0], [0.0, 0.0, -0.1], [0.1, -0.1, 0.1], [0.1, 0.0, -0.1], [0.0, 0.0, 0.0], [0.0, 0.0, 0.0], [0.0, 0.0, 0.0], [0.0, 0.0, 0.0], [0.0, 0.0, 0.0], [0.0, 0.0, 0.0], [0.4, 0.1, 0.0], [-0.4, -0.1, -0.1], [0.0, 0.1, 0.1], [0.0, 0.0, -0.1], [0.0, 0.0, 0.1], [0.1, 0.0, 0.0], [0.0, -0.1, 0.0], [0.0, 0.0, 0.0], [0.0, 0.0, 0.0], [0.0, 0.0, 0.0], [0.0, 0.0, 0.0], [0.0, 0.1, 0.0]]
}

# 2
{
  "formula": "C17H12Br2Cl6N3O2PbS2",
  "method": "ωB97M-V with the def2-TZVPD basis set",
  "max_force_ev_per_a": 0.691,
  "homo_lumo_gap_ev": 6.56,
  "total_charge": -1,
  "total_energy_ha": -9868.11792,
  "species": ["Pb", "C", "S", "C", "S", "N", "N", "C", "C", "C", "C", "C", "C", "N", "H", "H", "H", "H", "H", "H", "H", "H", "Cl", "C", "C", "C", "Cl", "C", "Cl", "C", "Cl", "C", "Cl", "Br", "C", "Br", "H", "H", "Cl", "C", "C", "O", "O", "H", "H"],
  "coordinates": [[0.0574, 0.0448, 0.1435], [3.3802, -2.0916, -4.0917], [3.3410, -3.0272, -2.5575], [2.0174, -2.2814, -1.6539], [1.1215, -0.9960, -2.3112], [1.8912, -2.9091, -0.5113], [0.9061, -2.4320, 0.2900], [0.7505, -3.0638, 1.3882], [-0.2668, -2.6418, 2.3472], [-0.5216, -3.4094, 3.4799], [-1.5109, -3.0057, 4.3570], [-2.2246, -1.8529, 4.0805], [-1.9062, -1.1393, 2.9347], [-0.9410, -1.5140, 2.0945], [4.1896, -2.5322, -4.6736], [3.5862, -1.0401, -3.9106], [2.4415, -2.1875, -4.6330], [1.3674, -3.9314, 1.6142], [0.0540, -4.3096, 3.6524], [-1.7216, -3.5848, 5.2473], [-2.9979, -1.4812, 4.7366], [-2.4171, -0.2171, 2.6798], [-0.2158, 2.0980, 3.9468], [-2.5926, 1.1222, 0.4998], [-2.1255, 0.2066, -0.4828], [-2.9629, -0.2317, -1.4740], [-2.3851, -1.3823, -2.6466], [-4.2939, 0.1997, -1.5712], [-5.3385, -0.3647, -2.8353], [-4.7656, 1.0967, -0.6151], [-6.4089, 1.6464, -0.6970], [-3.9406, 1.5499, 0.4055], [-4.5334, 2.6527, 1.6099], [0.8493, 3.8269, 1.0449], [1.7873, 4.1120, -0.6095], [1.9750, 2.4913, -1.6436], [2.7806, 4.4793, -0.3892], [1.2202, 4.8173, -1.2021], [-2.9441, 1.7238, 5.2498], [-2.0281, 3.0295, 4.3322], [2.5208, 0.2778, 2.7707], [-1.7971, 1.5108, 1.4430], [3.5428, -0.1911, 2.7326], [-2.3805, 2.8420, 3.3080], [-0.4557, 1.0856, 3.1690]],
  "forces_ev_per_angstrom": [[0.0, -0.1, 0.2], [0.0, 0.0, 0.0], [0.1, 0.0, -0.1], [0.0, 0.0, -0.1], [0.0, 0.1, 0.0], [0.1, 0.0, 0.0], [-0.1, 0.0, 0.1], [0.0, 0.0, 0.0], [-0.1, 0.0, 0.1], [0.0, -0.1, 0.0], [0.0, 0.0, 0.1], [0.0, 0.1, 0.0], [0.0, 0.0, -0.1], [0.0, 0.1, 0.0], [0.0, 0.0, 0.0], [0.0, 0.0, 0.0], [0.0, 0.0, 0.0], [0.0, 0.0, 0.0], [0.0, 0.0, 0.0], [0.0, 0.0, 0.0], [0.0, 0.0, 0.0], [0.0, 0.0, 0.0], [0.2, -0.1, 0.1], [-0.1, 0.0, 0.0], [0.1, 0.1, 0.1], [-0.3, 0.0, -0.1], [0.0, -0.1, -0.1], [0.1, 0.0, 0.0], [0.0, 0.0, 0.0], [0.0, 0.0, 0.0], [0.1, 0.0, 0.0], [0.0, 0.0, 0.0], [0.0, 0.0, 0.0], [0.0, 0.0, -0.1], [0.0, 0.0, 0.0], [0.0, 0.1, 0.0], [0.0, 0.0, 0.0], [0.0, 0.0, 0.0], [0.2, 0.4, -0.3], [-0.4, -0.3, 0.4], [0.0, 0.0, 0.1], [0.1, -0.1, 0.0], [0.0, 0.0, -0.1], [0.0, 0.0, 0.0], [-0.2, 0.2, -0.3]]
}